{"formula": "C5H10O", "method": "ωB97M-V/def2-TZVPD", "homo_lumo_gap_ha": 0.3611, "homo_energy_ha": -0.3216, "e_tot_ev": -7393.7693, "de_lowest_kj_mol": 96.1, "species": ["C", "C", "C", "O", "C", "C", "H", "H", "H", "H", "H", "H", "H", "H", "H", "H"], "positions_angstrom": [[-1.394, -1.752, -0.340], [1.308, -1.237, 0.217], [0.376, -0.279, 0.237], [-0.951, -0.457, -0.001], [0.667, 1.167, 0.560], [-0.108, 2.159, -0.308], [-0.739, -2.222, -1.083], [-1.449, -2.396, 0.547], [-2.392, -1.633, -0.765], [2.343, -0.970, 0.396], [1.091, -2.285, 0.045], [1.746, 1.329, 0.463], [0.417, 1.343, 1.615], [-1.184, 2.038, -0.163], [0.161, 3.188, -0.048], [0.107, 2.008, -1.372]], "forces_ev_per_a": [[-0.09, -0.22, -0.06], [-0.07, 0.00, -0.01], [0.19, 0.02, 0.04], [0.11, 0.05, 0.02], [0.04, 0.01, 0.04], [-0.03, 0.03, -0.04], [-0.10, 0.11, 0.06], [0.07, 0.07, -0.10], [0.10, -0.04, 0.09], [-0.18, 0.00, -0.01], [0.00, 0.17, 0.01], [-0.17, -0.05, 0.03], [0.01, -0.05, -0.14], [0.16, 0.04, -0.05], [-0.03, -0.16, -0.04], [-0.02, 0.02, 0.14]], "lowdin_charge": [-0.09, 0.05, -0.40, -0.11, -0.19, -0.10, 0.09, 0.10, 0.09, 0.06, 0.05, 0.11, 0.12, 0.07, 0.07, 0.08]}

{"formula": "C27H27F3HfN9S3", "method": "ωB97M-V/def2-TZVPD", "homo_lumo_gap_ha": 0.2576, "homo_energy_ha": -0.5861, "e_tot_ev": -83792.1464, "de_lowest_kj_mol": 14.3, "charge": 3, "species": ["Hf", "C", "N", "C", "C", "N", "C", "S", "C", "C", "C", "C", "C", "N", "H", "H", "H", "H", "H", "H", "H", "H", "H", "C", "C", "N", "N", "C", "S", "N", "N", "H", "H", "H", "H", "H", "H", "C", "C", "C", "C", "N", "C", "S", "N", "C", "H", "H", "H", "H", "H", "H", "H", "H", "F", "C", "F", "F", "C", "C", "C", "C", "C", "C", "C", "C", "H", "H", "H", "H"], "positions_angstrom": [[0.944, -0.349, 0.059], [-1.587, -4.662, -1.643], [-1.581, -3.329, -2.265], [-2.551, -2.858, -3.133], [-2.184, -1.625, -3.506], [-0.975, -1.347, -2.865], [-0.631, -2.409, -2.098], [0.764, -2.660, -1.115], [-0.220, -0.168, -3.142], [-0.373, 0.426, -4.381], [0.284, 1.612, -4.648], [1.090, 2.169, -3.668], [1.213, 1.495, -2.478], [0.576, 0.335, -2.203], [-2.546, -5.126, -1.852], [-1.454, -4.566, -0.570], [-0.790, -5.273, -2.060], [-3.421, -3.435, -3.400], [-2.697, -0.915, -4.130], [-0.981, -0.041, -5.141], [0.172, 2.088, -5.614], [1.625, 3.094, -3.827], [1.852, 1.896, -1.705], [-0.141, 0.900, 5.799], [0.543, 1.638, 4.708], [1.111, 2.796, 4.804], [1.569, 3.064, 3.542], [1.316, 2.103, 2.670], [1.763, 2.026, 1.029], [0.666, 1.182, 3.396], [0.170, 0.007, 2.825], [0.072, 1.402, 6.740], [0.208, -0.132, 5.874], [-1.223, 0.896, 5.651], [2.039, 3.938, 3.355], [0.187, -0.711, 3.544], [-0.804, 0.167, 2.568], [6.546, -3.172, 1.892], [5.153, -2.708, 1.663], [4.040, -3.218, 2.281], [2.792, -2.676, 1.998], [2.665, -1.645, 1.143], [3.742, -1.200, 0.455], [3.520, -0.096, -0.800], [4.959, -1.706, 0.766], [1.559, -3.244, 2.618], [6.560, -4.074, 2.496], [7.114, -2.396, 2.414], [7.052, -3.367, 0.944], [4.135, -4.039, 2.977], [5.755, -1.332, 0.259], [1.680, -3.359, 3.696], [1.388, -4.246, 2.214], [0.683, -2.640, 2.401], [-5.212, 6.158, -1.859], [-5.517, 4.922, -2.256], [-5.380, 4.876, -3.588], [-6.793, 4.686, -1.963], [-4.598, 3.904, -1.616], [-5.095, 2.678, -1.200], [-4.232, 1.722, -0.690], [-2.867, 2.002, -0.601], [-2.376, 3.254, -1.002], [-3.243, 4.201, -1.509], [-1.938, 1.017, -0.145], [-1.124, 0.179, 0.232], [-6.156, 2.474, -1.270], [-4.615, 0.765, -0.357], [-1.319, 3.472, -0.902], [-2.881, 5.176, -1.810]], "forces_ev_per_a": [[0.23, 0.07, -0.14], [-0.01, 0.11, -0.06], [-0.16, -0.32, 0.06], [0.05, -0.18, 0.14], [0.02, 0.13, 0.04], [0.11, 0.39, -0.14], [-0.11, -0.04, -0.04], [0.05, 0.38, 0.36], [-0.22, -0.25, 0.05], [-0.02, 0.02, -0.22], [-0.02, 0.04, -0.10], [-0.01, 0.03, -0.06], [0.01, -0.07, -0.09], [0.35, 0.27, 0.85], [-0.03, 0.00, -0.01], [-0.01, 0.04, 0.03], [0.02, 0.02, -0.03], [0.07, -0.01, 0.05], [0.09, 0.01, 0.03], [0.02, -0.01, 0.01], [0.00, -0.03, 0.03], [-0.01, -0.01, 0.01], [0.02, 0.01, 0.05], [0.02, 0.03, -0.08], [-0.04, 0.02, 0.04], [0.05, -0.11, -0.38], [0.07, 0.35, 0.22], [0.00, 0.12, -0.04], [0.15, -0.27, -0.10], [-0.27, -0.37, 0.16], [0.00, -0.13, -0.07], [0.00, 0.01, 0.00], [0.02, 0.03, 0.00], [0.01, 0.00, -0.02], [0.03, 0.02, 0.04], [0.09, -0.07, -0.01], [-0.08, -0.05, -0.08], [0.01, 0.05, -0.02], [0.25, 0.06, -0.10], [-0.05, -0.15, 0.14], [-0.19, 0.19, 0.04], [-0.41, 0.05, -0.24], [-0.08, -0.02, -0.06], [-0.03, -0.13, 0.00], [0.07, 0.00, 0.01], [0.10, -0.03, 0.00], [-0.01, -0.01, 0.00], [-0.03, 0.00, 0.00], [-0.03, -0.01, 0.01], [0.01, 0.02, -0.02], [0.05, -0.02, -0.02], [0.02, 0.02, -0.02], [0.01, 0.02, 0.00], [-0.07, 0.01, -0.04], [0.02, 0.10, 0.03], [0.08, -0.06, 0.11], [-0.01, 0.00, -0.14], [-0.10, -0.01, 0.01], [0.04, -0.02, -0.02], [-0.02, -0.05, 0.03], [-0.04, -0.03, 0.02], [0.13, 0.06, -0.09], [-0.03, -0.05, 0.03], [0.00, -0.01, 0.03], [-0.10, -0.11, 0.19], [-0.15, -0.04, -0.30], [0.05, 0.01, -0.01], [0.03, 0.03, -0.03], [-0.03, 0.00, -0.02], [0.00, -0.04, -0.01]], "lowdin_charge": [1.20, 0.01, -0.09, 0.02, 0.01, 0.03, -0.64, 0.68, -0.23, 0.04, 0.02, 0.00, -0.15, -0.02, 0.11, 0.09, 0.11, 0.15, 0.14, 0.13, 0.14, 0.14, 0.04, 0.02, -0.28, 0.18, 0.07, -0.70, 0.65, -0.07, 0.09, 0.11, 0.09, 0.10, 0.18, 0.11, 0.09, 0.03, -0.20, 0.06, -0.26, -0.06, -0.78, 0.70, 0.15, 0.00, 0.11, 0.12, 0.12, 0.15, 0.18, 0.11, 0.12, 0.05, 0.17, -0.60, 0.17, 0.17, -0.08, 0.02, 0.00, -0.25, -0.01, 0.02, -0.09, -0.22, 0.14, 0.13, 0.11, 0.14]}

{"formula": "C5H5Cl2F", "method": "ωB97M-V/def2-TZVPD", "homo_lumo_gap_ha": 0.3933, "homo_energy_ha": -0.3709, "e_tot_ev": -33026.3257, "de_lowest_kj_mol": 174.5, "species": ["C", "C", "C", "C", "C", "H", "H", "H", "H", "H", "F", "Cl", "Cl"], "positions_angstrom": [[-1.061, -0.674, -0.340], [0.145, -0.834, 0.792], [1.179, 0.121, 0.321], [0.535, 1.167, -0.695], [-0.799, 0.731, -0.792], [-0.882, -1.377, -1.132], [0.438, -1.863, 1.103], [-0.136, -0.384, 1.705], [0.891, 2.219, -1.029], [-1.547, 1.596, -1.218], [1.624, 0.737, 1.485], [-2.825, -0.481, 0.244], [2.437, -0.960, -0.445]], "forces_ev_per_a": [[0.59, 2.04, 2.25], [-2.97, -0.85, -1.10], [0.77, 0.63, -1.24], [-2.82, -1.25, 1.64], [2.68, 4.33, -1.89], [-0.77, -0.53, -0.22], [0.03, 0.77, -1.02], [-1.22, 0.49, 0.93], [-0.30, -2.30, 0.88], [1.46, -3.05, 0.84], [0.86, 0.07, -1.10], [1.21, -1.25, -0.09], [0.48, 0.90, 0.12]], "lowdin_charge": [-0.55, -0.18, -0.81, -0.02, -0.20, 0.10, 0.12, 0.10, 0.14, 0.15, -0.02, 0.53, 0.63]}

{"formula": "C35H52AsNdOP3S", "method": "ωB97M-V/def2-TZVPD", "spin_multiplicity": 4, "homo_lumo_gap_ha": [0.1691, 0.1726], "homo_energy_ha": [-0.5001, -0.5001], "e_tot_ev": -153980.4954, "charge": 3, "species": ["Nd", "P", "P", "P", "H", "C", "C", "H", "C", "C", "C", "C", "C", "C", "C", "C", "C", "H", "H", "H", "H", "H", "H", "H", "H", "H", "H", "H", "H", "H", "H", "H", "H", "H", "H", "H", "H", "H", "H", "H", "H", "H", "H", "H", "H", "H", "C", "C", "C", "C", "C", "C", "S", "H", "H", "H", "H", "H", "H", "O", "As", "C", "C", "C", "C", "C", "C", "C", "C", "C", "C", "C", "C", "C", "C", "C", "C", "C", "C", "H", "H", "H", "H", "H", "H", "H", "H", "H", "H", "H", "H", "H", "H", "H"], "positions_angstrom": [[-0.031, -0.372, -0.036], [-2.033, 1.600, -0.507], [-2.462, -1.957, 0.536], [1.374, 0.951, -2.096], [-1.425, -2.521, -2.145], [-0.362, -2.237, -2.214], [0.603, -2.823, -1.444], [0.368, -3.569, -0.676], [-3.102, 1.684, -1.976], [-3.227, 1.770, 0.862], [-1.247, 3.249, -0.460], [-2.227, -3.778, 0.575], [-3.156, -1.713, 2.215], [-3.997, -1.840, -0.472], [2.698, -0.104, -2.779], [2.306, 2.349, -1.399], [0.509, 1.651, -3.541], [-0.115, -1.544, -3.036], [1.669, -2.608, -1.575], [-3.728, 2.583, -1.905], [-3.732, 0.784, -2.015], [-2.475, 1.728, -2.878], [-3.741, 2.732, 0.739], [-2.694, 1.758, 1.825], [-3.961, 0.953, 0.847], [-2.048, 3.995, -0.392], [-0.650, 3.429, -1.364], [-0.597, 3.328, 0.425], [-3.157, -4.287, 0.888], [-1.437, -4.021, 1.294], [-1.929, -4.145, -0.409], [-4.171, -2.124, 2.298], [-3.193, -0.647, 2.468], [-2.520, -2.203, 2.958], [-4.721, -2.604, -0.160], [-3.758, -1.998, -1.529], [-4.459, -0.851, -0.369], [3.291, 0.505, -3.481], [2.267, -0.967, -3.304], [3.340, -0.466, -1.963], [2.866, 2.809, -2.228], [3.006, 1.980, -0.630], [1.624, 3.084, -0.943], [1.267, 2.081, -4.208], [-0.207, 2.420, -3.219], [-0.039, 0.851, -4.062], [1.843, -1.164, -7.496], [1.142, -0.849, -8.680], [0.987, -1.826, -9.666], [1.548, -3.096, -9.510], [2.289, -3.384, -8.363], [2.456, -2.424, -7.372], [1.981, -0.086, -6.123], [1.103, 0.917, -6.445], [0.708, 0.144, -8.794], [0.416, -1.596, -10.561], [1.413, -3.855, -10.278], [2.738, -4.361, -8.228], [3.031, -2.635, -6.472], [-0.087, 0.578, 1.917], [0.527, 0.503, 3.557], [-0.976, -0.148, 4.582], [-2.077, 0.694, 4.756], [-3.189, 0.250, 5.488], [-3.171, -1.017, 6.083], [-2.049, -1.841, 5.937], [-0.957, -1.423, 5.174], [2.238, -0.349, 3.308], [2.542, -1.562, 3.942], [3.818, -2.115, 3.798], [4.773, -1.478, 2.994], [4.436, -0.306, 2.299], [3.158, 0.255, 2.446], [0.826, 2.352, 4.025], [-0.108, 3.331, 3.669], [0.046, 4.639, 4.165], [1.158, 4.973, 4.938], [2.127, 3.998, 5.234], [1.963, 2.684, 4.774], [-2.071, 1.703, 4.347], [-4.062, 0.894, 5.589], [-4.027, -1.357, 6.671], [-2.026, -2.826, 6.413], [-0.094, -2.064, 5.047], [1.789, -2.068, 4.539], [4.059, -3.044, 4.301], [5.773, -1.903, 2.895], [5.164, 0.168, 1.641], [2.896, 1.151, 1.891], [-0.953, 3.095, 3.021], [-0.699, 5.397, 3.928], [1.290, 5.985, 5.315], [3.015, 4.252, 5.806], [2.708, 1.921, 4.987]], "forces_ev_per_a": [[-0.12, -0.05, 1.81], [-0.52, 0.67, -0.07], [-1.49, -0.81, 0.58], [0.39, 0.49, -0.61], [0.59, 0.10, 0.10], [0.96, -1.01, 0.19], [-1.04, 0.53, -0.79], [-0.06, 0.19, -0.32], [0.13, -0.15, -0.07], [0.07, -0.12, 0.26], [0.20, -0.01, 0.06], [0.14, 0.00, 0.01], [0.11, 0.42, 0.25], [0.25, 0.18, -0.36], [-0.02, -0.02, 0.04], [0.03, 0.14, 0.08], [-0.08, -0.20, 0.07], [0.01, -0.35, 0.44], [-0.30, 0.01, -0.13], [0.10, -0.26, -0.14], [0.11, 0.33, -0.11], [-0.33, 0.01, 0.17], [0.00, -0.25, 0.08], [-0.21, -0.01, -0.31], [0.15, 0.27, 0.04], [0.26, -0.02, -0.06], [-0.21, 0.04, 0.28], [-0.20, 0.04, -0.26], [0.39, 0.30, -0.16], [-0.11, -0.06, -0.09], [-0.08, -0.12, 0.05], [0.26, -0.01, -0.17], [-0.02, -0.23, -0.02], [-0.05, 0.07, -0.09], [0.24, 0.18, 0.01], [-0.16, 0.02, 0.11], [0.07, -0.20, -0.01], [-0.11, -0.40, 0.19], [0.21, 0.29, -0.02], [-0.06, 0.15, -0.20], [-0.04, 0.03, 0.42], [-0.19, 0.23, -0.33], [0.36, -0.20, -0.21], [-0.30, 0.00, 0.04], [0.29, -0.14, -0.16], [0.23, 0.30, 0.04], [-0.29, -0.80, -1.41], [0.22, -0.27, 0.68], [0.17, -0.02, 0.20], [-0.01, 0.24, 0.19], [-0.02, 0.19, -0.10], [-0.42, 0.56, 0.16], [-0.30, 0.89, 0.36], [0.47, -0.72, -0.17], [0.04, -0.27, -0.07], [0.12, 0.01, 0.12], [0.03, 0.19, 0.17], [-0.01, 0.08, -0.09], [-0.08, -0.13, -0.19], [0.29, -0.54, -0.29], [-0.44, 1.55, -0.76], [0.35, -0.81, 0.47], [-0.18, 0.04, 0.09], [0.38, -0.19, -0.20], [0.19, 0.13, -0.14], [-0.03, -0.14, -0.07], [-0.26, 0.44, -0.05], [-0.31, -0.88, 0.41], [0.30, 0.18, -0.07], [-0.06, 0.31, -0.32], [-0.37, 0.11, 0.05], [-0.40, -0.19, 0.13], [0.40, -0.16, -0.06], [0.28, -0.05, -0.08], [0.05, 0.46, 0.38], [0.07, -0.43, -0.31], [0.32, -0.62, 0.10], [-0.32, -0.13, -0.39], [-0.31, 0.28, 0.06], [-0.06, -0.20, 0.11], [0.29, -0.13, 0.04], [0.32, 0.12, -0.20], [-0.02, 0.40, -0.17], [-0.19, -0.07, 0.14], [0.35, 0.09, 0.04], [0.01, 0.09, -0.02], [-0.30, 0.13, 0.03], [-0.18, -0.09, 0.21], [0.06, 0.12, 0.21], [0.16, 0.04, 0.21], [0.19, -0.18, 0.02], [-0.09, -0.19, -0.10], [-0.20, 0.00, -0.07], [-0.06, 0.19, 0.12]], "lowdin_charge": [1.33, 0.68, 0.72, 0.66, 0.06, -0.12, -0.11, 0.07, -0.23, -0.25, -0.25, -0.26, -0.26, -0.25, -0.29, -0.25, -0.27, 0.06, 0.07, 0.08, 0.04, 0.04, 0.07, 0.03, 0.04, 0.07, 0.03, 0.04, 0.08, 0.05, 0.04, 0.08, 0.02, 0.04, 0.07, 0.05, 0.03, 0.06, 0.02, 0.06, 0.08, 0.05, 0.04, 0.05, 0.03, 0.04, -0.63, -0.10, -0.07, -0.07, -0.08, -0.13, 0.79, -0.09, 0.10, 0.11, 0.11, 0.11, 0.09, -0.73, 1.34, -0.31, -0.10, -0.04, -0.03, -0.05, -0.10, -0.33, -0.08, -0.03, -0.03, -0.04, -0.12, -0.31, -0.11, -0.05, -0.03, -0.03, -0.08, 0.09, 0.12, 0.13, 0.13, 0.08, 0.09, 0.12, 0.13, 0.12, 0.10, 0.08, 0.12, 0.12, 0.12, 0.11]}

{"formula": "C2H3ClFP", "method": "ωB97M-V/def2-TZVPD", "homo_lumo_gap_ha": 0.3698, "homo_energy_ha": -0.3383, "e_tot_ev": -26650.6203, "de_lowest_kj_mol": 60.8, "species": ["C", "C", "F", "P", "Cl", "H", "H", "H"], "positions_angstrom": [[-0.461, 0.202, 0.428], [0.231, -1.301, -0.243], [-1.836, -0.587, -1.618], [-1.596, -1.135, -0.094], [1.111, -2.255, 0.903], [-0.234, 0.331, 1.468], [-0.340, 1.053, -0.222], [0.712, -1.159, -1.199]], "forces_ev_per_a": [[1.00, -3.01, -1.40], [-1.63, 2.97, 1.30], [-0.17, -0.27, 0.51], [0.79, 0.52, -0.67], [0.07, -0.22, 0.13], [0.02, -0.03, 0.29], [0.01, 0.05, -0.15], [-0.08, -0.02, -0.01]], "lowdin_charge": [-0.29, -0.88, -0.36, 0.86, 0.54, 0.03, 0.04, 0.05]}